{"formula": "C7H10O", "method": "ωB97M-V/def2-TZVPD", "symbols": ["H", "H", "C", "H", "H", "H", "C", "H", "C", "H", "C", "C", "C", "H", "H", "O", "C", "H"], "coordinates": [[2.15179, 0.07539, -1.54697], [-1.57767, -1.68010, -0.61947], [0.72428, 0.01945, 0.14373], [-2.42787, 0.35289, 1.32354], [2.20780, 1.25359, 0.56256], [0.00376, 2.07911, -1.01279], [-2.56579, -0.07198, 0.31781], [2.04610, -0.19371, 1.64610], [-1.42044, -0.89165, -0.02231], [-3.66061, -0.20979, 0.03736], [1.40080, -0.75523, -1.03420], [-1.63623, 0.56601, -0.64882], [1.60397, 0.64136, 1.18880], [1.01074, 1.27540, 1.76895], [2.15895, -1.39817, -0.56713], [-0.32455, -0.83412, 0.75169], [-0.45961, 1.21231, -0.60159], [0.76460, -1.44077, -1.68726]], "smiles": "CC1(C)C=C2C[C@@H]2O1", "e_above_lowest_kcal_mol": 128.6, "homo_ev": -7.95, "charge": 0}


{"formula": "C2H6NO3S", "method": "ωB97M-V/def2-TZVPD", "symbols": ["S", "H", "O", "H", "H", "H", "H", "C", "O", "C", "H", "N", "O"], "coordinates": [[1.57751, 0.91041, 1.81055], [0.83239, -1.84850, -0.07897], [2.82438, 0.13043, 1.76054], [-2.01466, 1.20407, 0.03424], [-2.23951, -0.40301, -0.85568], [-0.94151, -1.88416, -0.63685], [0.52656, -1.03448, -1.54263], [0.00370, -1.31317, -0.60889], [1.85348, 2.29045, 2.21173], [-1.59886, 0.40606, -0.56209], [-1.26701, 0.86981, -1.51848], [-0.33769, -0.07837, 0.12218], [0.78122, 0.75046, -0.13564]], "e_above_lowest_kcal_mol": 73.9, "homo_ev": -3.76, "charge": -1}


Molecular weight values (in g/mol) by entry order: 110.2; 124.1.
Electronic energy values (in eV) by entry order: -9462.9846; -20637.8423.
Maximum force values (in eV/A) by entry order: 5.21; 3.14.